# 1
Here is C3H4NiO as an isolated structure in a non-equilibrium geometry from the OMol25 dataset. Energies are from wB97M-V/def2-TZVPD.

The geometry in XYZ format:
```
9
Properties=species:S:1:pos:R:3:forces:R:3
C 0.837 0.025 1.306 0.1715 0.2896 -0.5854
C 0.847 0.149 -0.032 0.6220 0.7324 2.1019
C -0.324 -0.287 -0.761 4.1425 -3.3973 -0.8162
O -1.396 0.321 -0.755 -5.2664 2.1361 -0.6383
Ni -3.097 0.233 -1.437 0.5468 0.1540 0.3508
H 1.597 0.502 1.926 -0.0326 -0.2738 -0.1897
H 0.048 -0.528 1.821 0.2207 0.2287 -0.1759
H 1.628 0.686 -0.572 -0.0070 -0.2348 0.0722
H -0.140 -1.100 -1.495 -0.3974 0.3652 -0.1193
```
Forces are in eV/Å.

Summary:
Highest occupied orbital energy (alpha / beta)   -11.11 / -13.80 eV
Relative energy (zero: lowest compared OMol25 entry of this formula, charge and spin)   0.0 kcal per mole
LUMO energy (alpha / beta)   -6.714 / -8.217 eV
Electronic energy   -46252.5492 eV
Charge   +1
Gap between HOMO and LUMO (alpha / beta)   4.400 / 5.584 eV
Multiplicity   4

Atomic partial charges in e from the Mulliken method, atoms 1 to 8: C -0.526; C -0.114; C -0.178; O -0.403; Ni 1.018; H 0.257; H 0.253; H 0.325

# 2
Here is one molecule with the formula CH3N2PS from the OMol25 dataset. Energies are from wB97M-V/def2-TZVPD.

The geometry in XYZ format:
```
8
Properties=species:S:1:pos:R:3:forces:R:3
N -2.049 -1.501 0.876 -0.3057 -0.4714 0.3337
C -1.248 -0.919 0.303 0.1182 0.7781 -0.3947
P -0.130 0.179 -0.601 0.4925 0.3515 -0.0335
N 1.196 0.368 0.389 -0.2718 0.1300 -0.0326
S -0.874 1.825 -1.280 0.1149 -0.7011 0.3151
H 0.356 -0.764 -1.510 -0.1250 -0.0033 -0.1411
H 1.532 -0.426 0.917 -0.0043 0.0202 -0.0117
H 1.216 1.238 0.906 -0.0186 -0.1040 -0.0351
```
Forces are in eV/Å.

Summary:
Highest occupied orbital energy   -9.75 eV
Relative energy (zero: lowest compared OMol25 entry of this formula, charge and spin)   0.0 kcal per mole
LUMO energy   0.353 eV
Electronic energy   -24190.0374 eV
Structure (SMILES)   N#C[P@H](N)=S
Gap between HOMO and LUMO   10.104 eV
Multiplicity   1

The Mulliken scheme yields these atomic charges, measured in e: N -0.289; C 0.222; P 0.305; N -0.513; S -0.337; H 0.093; H 0.268; H 0.251

# 3
Here is a 2-piece molecular cluster, C3H3Cl2FO overall in a non-equilibrium geometry from the OMol25 dataset. Energies are from wB97M-V/def2-TZVPD.

The geometry in XYZ format:
```
10
Properties=species:S:1:pos:R:3:forces:R:3
O 1.822 0.456 -1.099 -1.0050 -0.2181 -0.0134
C 1.234 0.900 -0.148 2.8261 1.7151 0.9208
C 0.361 0.174 0.781 -1.1839 -1.4888 0.4503
Cl 0.335 0.599 2.429 0.1325 0.8414 0.3643
C -0.367 -0.867 0.378 -0.4502 0.1556 0.9550
Cl -1.673 -1.631 1.324 1.4598 0.5371 -1.0109
H 1.587 1.929 0.274 -0.9945 -1.0820 -0.6417
H -0.181 -1.164 -0.625 -0.3298 -0.7392 -0.4760
F -1.246 -0.046 -1.992 -1.5288 -0.4393 0.9216
H -1.870 -0.350 -1.323 1.0738 0.7181 -1.4701
```
Forces are in eV/Å.

Summary:
Highest occupied orbital energy   -10.10 eV
Relative energy (zero: lowest compared OMol25 entry of this formula, charge and spin)   15.3 kcal per mole
LUMO energy   -0.495 eV
Electronic energy   -32967.9082 eV
Structure (SMILES)   O=C/C(Cl)=C/Cl.F
Gap between HOMO and LUMO   9.603 eV
Multiplicity   1

Atomic partial charges in e from the Mulliken method, atoms 1 to 8: O -0.418; C -0.050; C 0.514; Cl -0.176; C -0.582; Cl -0.136; H 0.261; H 0.574

# 4
Here is C25H40N5O4Si2V as an isolated structure from the OMol25 dataset. Energies are from wB97M-V/def2-TZVPD.

The geometry in XYZ format:
```
77
Properties=species:S:1:pos:R:3:forces:R:3
V -0.944 -0.043 0.139 0.5223 0.0212 0.4042
O -1.080 1.092 1.615 0.2649 0.1120 0.1792
C -0.216 0.987 2.591 0.0237 -0.1605 -0.0262
C 0.569 -0.162 2.881 -0.3444 0.1580 -0.3625
C 1.311 -0.174 4.078 0.1084 0.1071 0.2096
C 2.017 -1.278 4.471 -0.1676 -0.1265 -0.0819
C 2.017 -2.464 3.709 0.1811 -0.0393 0.2534
C 1.311 -2.480 2.539 -0.0382 0.0164 -0.1705
C 0.610 -1.351 2.067 -0.0600 0.0957 0.1380
O 0.003 -1.418 0.900 0.5563 0.0499 0.2412
N 2.771 -1.229 5.717 0.3753 0.1243 -0.3805
O 3.403 -2.221 6.042 -0.1179 -0.0934 0.1256
O 2.800 -0.184 6.347 -0.1489 0.0048 0.1361
H -0.120 1.830 3.272 -0.2042 0.0552 0.0512
H 1.310 0.702 4.715 -0.0048 -0.0274 -0.0347
H 2.573 -3.321 4.059 -0.0252 0.0048 -0.0389
H 1.288 -3.369 1.919 -0.0094 0.0132 0.0002
C 1.109 -0.941 -3.864 0.1236 -0.1216 -0.0619
Si -0.302 0.132 -3.210 -0.0868 0.0351 -0.0073
C -1.555 0.367 -4.592 -0.1584 0.0033 -0.0796
C 0.397 1.867 -3.002 0.0956 0.0303 0.1447
N -1.026 -0.506 -1.783 -0.2583 0.0133 -0.3093
C -1.990 -1.537 -1.917 0.0335 0.2405 -0.1329
C -2.051 -2.421 -2.993 0.0762 -0.0849 0.0592
C -3.074 -3.362 -3.110 0.0165 0.0375 0.0369
C -4.052 -3.422 -2.133 0.0604 0.0330 -0.0124
C -3.990 -2.572 -1.031 0.0769 -0.1061 -0.0051
C -2.956 -1.645 -0.878 -0.0765 0.1938 0.1269
N -2.771 -0.784 0.200 -0.5924 -0.2417 -0.2482
Si -3.714 -0.616 1.636 -0.0685 0.0212 -0.0032
C -4.138 1.189 1.921 -0.0438 0.1487 0.0774
C -2.805 -1.349 3.113 0.0865 0.0824 0.1196
C -5.418 -1.432 1.688 -0.0686 -0.1590 -0.1426
H 1.963 -0.331 -4.180 -0.0472 -0.0460 -0.0014
H 0.794 -1.540 -4.725 0.0318 0.0191 0.0565
H 1.449 -1.632 -3.088 0.0055 0.0406 -0.0526
H -1.041 0.586 -5.535 -0.0220 0.0068 0.0500
H -2.194 1.225 -4.352 0.0223 -0.0464 -0.0291
H -2.204 -0.497 -4.744 0.0398 0.0735 -0.0183
H 0.445 2.331 -3.994 -0.0095 -0.0254 0.0424
H 1.402 1.878 -2.577 -0.0264 0.0261 -0.0015
H -0.249 2.481 -2.368 0.0190 0.0033 -0.0304
H -1.278 -2.383 -3.755 -0.0458 -0.0083 0.0476
H -3.095 -4.037 -3.958 0.0081 0.0204 0.0127
H -4.859 -4.142 -2.213 -0.0039 0.0134 0.0224
H -4.748 -2.649 -0.265 0.0408 -0.0142 -0.0665
H -3.297 1.847 1.712 -0.0199 -0.0033 0.0211
H -4.446 1.348 2.962 0.0006 -0.0091 -0.0839
H -4.977 1.472 1.276 0.0472 -0.0079 0.0292
H -2.396 -0.580 3.776 0.0054 -0.0617 -0.0584
H -1.969 -1.961 2.766 -0.0194 -0.0192 0.0405
H -3.469 -1.988 3.703 0.0246 0.0421 -0.0038
H -6.041 -1.190 0.821 0.0351 -0.0006 0.0750
H -5.924 -1.055 2.584 0.0303 -0.0197 -0.0291
H -5.355 -2.522 1.775 -0.0505 0.0730 0.0083
C 2.375 4.315 -0.633 0.0163 -0.0072 0.0226
C 2.882 3.344 0.431 -0.0104 0.0300 -0.0734
N 3.217 2.019 -0.066 0.0414 -0.0352 0.0657
C 4.585 1.763 -0.495 -0.0507 0.0777 -0.0402
C 4.816 1.964 -1.992 -0.0322 0.0142 0.0013
C 2.240 1.063 -0.170 -0.0354 -0.1545 -0.0129
C 2.670 -0.343 -0.497 -0.0500 0.0683 -0.0287
N 0.990 1.278 0.022 -0.2036 -0.4870 -0.3518
H 2.093 5.264 -0.172 -0.0012 -0.0208 -0.0182
H 1.507 3.910 -1.153 -0.0043 0.0102 -0.0100
H 3.146 4.515 -1.379 -0.0102 0.0057 -0.0005
H 2.139 3.235 1.223 0.0012 -0.0161 0.0314
H 3.777 3.750 0.906 0.0252 0.0087 0.0127
H 4.874 0.755 -0.209 -0.0166 -0.0376 0.0122
H 5.231 2.441 0.065 0.0196 -0.0173 0.0342
H 4.102 1.380 -2.577 0.0339 0.0010 0.0140
H 5.825 1.647 -2.267 -0.0232 0.0241 0.0035
H 4.697 3.011 -2.273 -0.0007 -0.0315 -0.0020
H 3.202 -0.399 -1.449 0.0062 0.0317 0.0199
H 1.778 -0.962 -0.554 0.0190 0.0024 0.0040
H 3.320 -0.735 0.288 -0.0088 0.0102 -0.0127
H 0.741 2.239 0.225 0.0911 0.0250 0.0922
```
Forces are in eV/Å.

Summary:
Highest occupied orbital energy (alpha / beta)   -2.82 / -2.78 eV
LUMO energy (alpha / beta)   2.396 / 2.398 eV
Electronic energy   -83661.2460 eV
Charge   -1
Gap between HOMO and LUMO (alpha / beta)   5.218 / 5.179 eV
Multiplicity   2

Atomic partial charges in e from the Mulliken method, atoms 1 to 8: V -0.102; O -0.541; C -1.299; C 1.942; C -0.535; C -0.654; C -0.696; C -0.537

# 5
Here is a 2-piece molecular cluster, C3H6N2O overall from the OMol25 dataset. Energies are from wB97M-V/def2-TZVPD.

The geometry in XYZ format:
```
12
Properties=species:S:1:pos:R:3:forces:R:3
N -2.062 -1.857 -0.548 0.1377 0.3891 0.1794
C -1.526 -0.842 -0.159 -0.0707 -0.1855 -0.0170
N -0.972 0.126 0.360 -0.3216 -0.3741 -0.2359
C -1.586 1.394 0.351 0.2259 0.4966 0.0572
O -0.958 2.399 0.518 -0.3096 -0.2968 -0.0095
H -1.991 -2.178 -1.502 0.0664 -0.0345 -0.0023
H -2.681 1.388 0.186 0.1576 -0.0063 0.0324
C 2.357 -0.084 0.159 -0.0147 0.0317 0.0327
H 2.285 -1.085 0.594 0.0325 0.1349 -0.0569
H 3.319 0.362 0.422 -0.1199 -0.0868 -0.0507
H 2.273 -0.156 -0.929 0.0183 0.0254 0.1608
H 1.543 0.532 0.547 0.1983 -0.0936 -0.0901
```
Forces are in eV/Å.

Summary:
Highest occupied orbital energy   -10.62 eV
Relative energy (zero: lowest compared OMol25 entry of this formula, charge and spin)   40.9 kcal per mole
LUMO energy   0.548 eV
Electronic energy   -8234.9252 eV
Structure (SMILES)   N=C=NC=O.C
Gap between HOMO and LUMO   11.164 eV
Multiplicity   1

Atomic partial charges in e from the Mulliken method, atoms 1 to 8: N -0.489; C 0.564; N -0.297; C 0.015; O -0.437; H 0.280; H 0.345; C -0.904